Entry from OMol25: a single C3H6N2O3 molecule in a non-equilibrium geometry (ωB97M-V/def2-TZVPD).

Last column: Löwdin charge in e.
Cartesian coordinates (Å):
H -3.006 1.969 -1.268  0.14
N -1.895 1.564 -1.399  0.09
C -1.507 0.387 -0.964  -0.49
N -2.060 -0.689 -0.410  0.16
O -0.059 0.481 -1.060  0.07
C 0.604 0.088 0.078  -0.50
O -0.093 -0.331 1.002  0.07
O 1.913 0.389 -0.003  0.02
C 2.613 -0.297 0.965  -0.07
H -1.599 -1.270 0.274  0.10
H -3.004 -0.740 -0.680  0.10
H 2.395 -1.315 0.792  0.08
H 3.549 -0.182 0.613  0.06
H 2.150 -0.053 2.061  0.17

Calculated values
SMILES = [H]/N=C(\N)OC(=O)OC
E_LUMO = 0.762 eV
Orbital gap = 10.1 eV
DFT total energy = -453.0753 a.u.
E_HOMO = -9.4 eV
Energy relative to the best compared isomer or geometry (same formula, charge and spin) = 78.9 kcal per mole